Entry 1:
The following is a quantum chemistry calculation of a molecular structure, C8H4O3S in a non-equilibrium geometry, from the OMol25 dataset.

```
16
Properties=species:S:1:pos:R:3:forces:R:3:nbo_charge:R:1
C -1.7902 0.5069 0.3421 -3.597 0.423 1.067 -0.251
C -1.6814 -0.2957 -0.7449 -3.513 -2.439 -2.317 -0.140
C -0.6834 1.1168 0.8443 0.748 0.488 1.772 -0.127
C -0.5079 -0.6036 -1.3443 1.787 0.803 -0.201 -0.293
C 1.8481 1.3984 0.1994 1.957 -1.080 -0.088 0.520
C 1.1322 -1.9274 0.9123 -0.014 -0.348 0.420 1.030
C 0.5446 0.8007 0.2786 -2.152 0.389 -1.755 -0.267
C 0.6210 -0.0032 -0.9176 0.506 2.317 3.300 -0.050
O 2.5706 2.1185 0.7775 -0.035 1.073 0.642 -0.473
O 1.4839 -2.3220 -0.0937 0.923 -1.508 -1.991 -0.511
O 0.7770 -1.5451 1.9247 -0.673 0.670 2.160 -0.508
S 2.3348 0.2968 -1.2341 0.139 0.111 -0.896 0.154
H -2.8500 0.6917 0.8061 2.289 -0.296 -0.927 0.231
H -2.5886 -0.8039 -1.3092 1.536 1.279 1.731 0.227
H -0.8714 1.7204 1.7449 0.775 0.005 -0.554 0.235
H -0.3393 -1.1494 -2.1861 -0.675 -1.885 -2.361 0.224
```
Positions in Å, forces in eV/Å.

Values from the calculation:
- maximum force (Eh/bohr) = 0.0946
- HOMO-LUMO gap (eV) = 8.332
- E_HOMO (eV) = -8.77



Entry 2:
The following is a quantum chemistry calculation of a molecular structure, C8H5Br2FO in a non-equilibrium geometry, from the OMol25 dataset.

```
17
Properties=species:S:1:pos:R:3:forces:R:3:nbo_charge:R:1
C -0.6146 -1.3075 -0.9160 -0.227 0.867 -0.692 -0.205
C 0.2624 -0.3442 -1.2503 -1.831 0.363 1.438 -0.205
C -1.4013 -1.3535 0.3127 0.721 1.107 -0.602 -0.239
C 0.4866 0.7579 -0.3003 2.370 0.788 -0.438 -0.233
C -1.4990 -0.2221 1.0251 0.344 -1.289 2.155 -0.160
C -0.6917 0.9570 0.6732 0.180 0.702 -1.367 -0.385
C -1.6309 1.9284 0.7173 0.646 0.059 0.143 0.782
C 2.1720 0.2282 0.1883 -2.058 0.663 1.313 0.168
O -2.5526 2.6072 0.9110 0.962 -0.288 -0.251 -0.422
F 2.4719 0.6986 1.4320 -0.081 -0.109 -0.599 -0.355
Br 2.3076 -1.7024 0.2134 0.446 -0.151 0.578 0.055
Br 3.4810 0.8664 -1.0615 -0.011 0.417 -0.166 0.056
H -0.9149 -2.0584 -1.5877 0.399 -1.128 -0.991 0.211
H 1.0054 -0.2154 -1.9942 -0.089 -0.988 -1.482 0.229
H -1.8119 -2.3248 0.5209 -0.403 0.089 0.540 0.227
H 0.8579 1.6430 -0.9343 -1.134 -0.769 1.449 0.251
H -1.9277 -0.1586 2.0503 -0.232 -0.333 -1.028 0.223
```
Positions in Å, forces in eV/Å.

Values from the calculation:
- energy above the lowest of the compared OMol25 structures with the same formula, charge and spin (kJ/mol) = 37.25
- maximum force (Eh/bohr) = 0.0493
- HOMO-LUMO gap (eV) = 8.226
- E_HOMO (eV) = -8.29



Entry 3:
The following is a quantum chemistry calculation of a molecular structure, C8H5Cl2GaNO3Pr in a non-equilibrium geometry, from the OMol25 dataset.

```
21
Properties=species:S:1:pos:R:3:forces:R:3:lowdin_charge:R:1
Ga 0.8255 -0.2573 -4.8698 0.253 -1.557 2.794 0.754
Pr 0.4547 1.4231 -0.1717 -1.050 0.509 -0.186 0.966
Cl 0.9737 -0.9567 -2.7418 -0.176 1.015 -1.871 0.403
Cl -1.5088 2.7887 -0.8760 0.822 -0.478 -0.089 0.186
C 2.5925 2.7234 0.7032 4.726 2.971 2.117 0.030
C 0.9929 -2.0694 -5.5813 0.651 -8.157 -1.713 0.116
C 0.6089 1.6680 -4.9168 -1.143 9.130 0.305 0.161
O 3.5138 3.2875 1.1036 -4.030 -2.462 -1.747 0.223
O 1.0905 -3.2244 -5.6969 -0.582 7.069 0.556 0.379
O 0.4732 2.8202 -4.7629 0.886 -7.518 -1.057 0.371
C -1.3464 -1.1205 3.5675 0.332 -0.366 -0.123 0.060
C -1.5690 0.1850 3.1498 -0.306 1.061 -0.384 0.039
C -1.0491 0.6116 1.9280 0.314 -1.326 0.417 -0.150
N -0.2937 -0.2362 1.1561 -0.369 -0.557 0.718 -0.210
C -0.0719 -1.5327 1.5562 -0.511 0.984 0.065 -0.036
C -0.5900 -1.9876 2.7619 0.131 0.001 -0.265 0.041
H -1.7516 -1.4682 4.5207 0.112 0.095 -0.282 0.158
H -2.1658 0.8859 3.7408 0.191 -0.317 -0.147 0.155
H -1.2836 1.6165 1.5116 -0.050 -0.332 0.418 0.070
H 0.4947 -2.1443 0.8504 -0.098 0.051 0.494 0.135
H -0.3906 -3.0126 3.0676 -0.104 0.184 -0.020 0.148
```
Positions in Å, forces in eV/Å.

Values from the calculation:
- 2S+1 = 3
- expectation value of S² = 2.00
- energy above the lowest of the compared OMol25 structures with the same formula, charge and spin (kJ/mol) = 24.33
- maximum force (Eh/bohr) = 0.1790
- HOMO-LUMO gap (spin up / spin down) (eV) = 3.839 / 3.840
- net charge = +4
- E_HOMO (spin up / spin down) (eV) = -22.00 / -22.00